{"formula": "C45H61HfN8O3S", "method": "ωB97M-V/def2-TZVPD", "elements": ["Hf", "C", "C", "C", "C", "C", "C", "C", "C", "C", "C", "C", "C", "N", "C", "C", "N", "C", "C", "C", "C", "C", "C", "C", "C", "C", "C", "C", "C", "H", "H", "H", "H", "H", "H", "H", "H", "H", "H", "H", "H", "H", "H", "H", "H", "H", "H", "H", "H", "H", "H", "H", "H", "H", "H", "H", "H", "H", "H", "H", "H", "H", "H", "H", "H", "C", "C", "C", "C", "N", "C", "S", "N", "C", "H", "H", "H", "H", "H", "H", "H", "H", "C", "C", "C", "C", "C", "C", "O", "N", "C", "O", "N", "C", "O", "H", "H", "H", "H", "H", "H", "H", "H", "H", "H", "H", "N", "C", "C", "C", "C", "C", "N", "H", "H", "H", "H", "H", "H"], "xyz": [[0.5007, 0.0567, 0.2744], [-4.3148, -2.0142, 2.4421], [-2.8291, -1.9903, 2.8172], [-2.6790, -2.1538, 4.3311], [-2.0614, -3.0547, 2.0467], [-2.5859, -4.3437, 2.0476], [-2.0527, -5.3436, 1.2606], [-0.9781, -5.0460, 0.4427], [-0.3873, -3.7872, 0.4368], [0.8190, -3.6237, -0.4746], [0.6375, -2.6228, -1.6128], [2.1210, -3.4593, 0.3115], [-0.9064, -2.7897, 1.2850], [-0.2752, -1.5113, 1.3672], [0.0151, -1.0240, 2.6543], [0.1286, 0.2970, 2.9053], [0.0196, 1.2549, 1.8703], [-0.3539, 2.5901, 2.2648], [0.5674, 3.5244, 2.7951], [0.0604, 4.7560, 3.2213], [-1.2663, 5.1050, 3.0994], [-2.1491, 4.1923, 2.5575], [-1.7196, 2.9348, 2.1596], [-2.7659, 1.9755, 1.6319], [-3.3544, 2.4953, 0.3189], [-3.8673, 1.7227, 2.6616], [2.0840, 3.4121, 3.0299], [2.8049, 2.1133, 2.7163], [2.8514, 4.5397, 2.3183], [-4.8410, -1.2026, 2.9458], [-4.7931, -2.9468, 2.7445], [-4.4421, -1.9023, 1.3633], [-2.4413, -1.0115, 2.5373], [-3.0709, -3.1204, 4.6543], [-3.2355, -1.3750, 4.8560], [-1.6369, -2.0960, 4.6445], [-3.4511, -4.5595, 2.6621], [-2.4764, -6.3391, 1.2706], [-0.5649, -5.8174, -0.1963], [0.9014, -4.5793, -0.9997], [0.5699, -1.5637, -1.3254], [-0.2891, -2.8044, -2.1593], [1.4792, -2.6653, -2.3055], [2.0431, -2.6795, 1.0656], [2.9559, -3.2333, -0.3578], [2.3548, -4.3874, 0.8340], [0.2735, -1.7394, 3.4260], [0.4557, 0.6329, 3.8816], [0.7452, 5.4632, 3.6727], [-1.6103, 6.0741, 3.4362], [-3.1962, 4.4509, 2.4630], [-2.2857, 1.0199, 1.4337], [-3.8247, 3.4708, 0.4589], [-4.1147, 1.8067, -0.0570], [-2.5847, 2.5958, -0.4500], [-4.4030, 2.6388, 2.9155], [-3.4558, 1.3066, 3.5829], [-4.5939, 1.0140, 2.2615], [2.1957, 3.5924, 4.1042], [2.7933, 1.9205, 1.6437], [2.4027, 1.2451, 3.2255], [3.8494, 2.2139, 3.0193], [2.9748, 4.3047, 1.2593], [3.8543, 4.6198, 2.7401], [2.3734, 5.5137, 2.4054], [-6.7778, -1.3913, -2.5642], [-5.3165, -1.3699, -2.8565], [-4.7490, -1.6463, -4.0673], [-3.3481, -1.5664, -4.1749], [-2.5683, -1.2626, -3.1490], [-3.1157, -1.0162, -1.9499], [-2.2691, -0.7593, -0.5143], [-4.4859, -1.0451, -1.8424], [-2.6636, -1.8312, -5.4761], [-7.3389, -1.6991, -3.4417], [-7.1169, -0.3986, -2.2628], [-6.9924, -2.0837, -1.7487], [-5.3623, -1.9137, -4.9137], [-4.8606, -0.8479, -0.9223], [-3.3598, -2.1519, -6.2468], [-1.8972, -2.5930, -5.3353], [-2.1595, -0.9228, -5.8094], [6.6725, 1.7161, -1.3659], [5.1815, 1.4281, -1.2559], [4.7767, -0.0710, -1.4366], [5.2100, -0.6152, -2.7988], [4.7570, -2.0490, -3.0481], [5.4445, -0.8589, -0.3248], [6.5522, -1.3247, -0.4082], [4.7161, -0.9728, 0.8479], [3.3995, -0.6120, 1.0190], [2.8393, -0.7564, 2.0902], [2.6933, -0.1455, -0.0628], [3.2623, -0.0533, -1.3130], [2.5526, 0.1441, -2.2836], [6.8497, 2.7771, -1.1895], [7.0570, 1.4779, -2.3566], [7.2513, 1.1507, -0.6368], [4.6337, 1.9830, -2.0222], [4.8089, 1.7733, -0.2857], [6.2965, -0.5653, -2.8462], [4.8074, 0.0473, -3.5662], [5.1528, -2.7259, -2.2888], [5.1165, -2.4001, -4.0148], [3.6684, -2.1225, -3.0553], [5.1621, -1.4273, 1.6332], [1.1255, 3.1794, -0.4379], [0.7252, 2.6216, -1.6211], [1.0044, 3.2430, -2.8431], [0.6274, 2.6266, -4.0085], [-0.0392, 1.4032, -3.9500], [-0.2749, 0.8501, -2.7222], [0.0994, 1.4314, -1.5586], [1.5549, 4.0877, -0.5127], [0.4958, 3.1208, 0.3551], [1.5037, 4.2022, -2.8459], [0.8384, 3.0943, -4.9612], [-0.3484, 0.8813, -4.8430], [-0.7664, -0.1069, -2.6428]], "atomic_forces_ev_per_a": [[-0.4, 0.0, 0.6], [0.0, 0.0, 0.0], [0.0, 0.0, 0.0], [0.0, 0.0, 0.0], [0.0, 0.0, 0.0], [0.0, 0.0, 0.0], [0.0, 0.0, 0.0], [0.0, 0.0, 0.0], [0.0, 0.0, 0.0], [0.0, 0.0, 0.0], [0.0, 0.1, 0.0], [0.0, 0.0, 0.0], [0.0, -0.1, 0.0], [0.0, 0.1, -0.1], [0.0, 0.0, -0.1], [0.0, 0.0, -0.1], [0.0, 0.0, -0.3], [0.0, 0.0, 0.2], [0.0, 0.0, 0.0], [0.0, 0.0, 0.0], [0.0, 0.0, 0.0], [0.0, 0.0, 0.0], [0.0, 0.0, 0.0], [0.0, 0.0, 0.0], [0.0, 0.0, 0.0], [0.0, 0.0, 0.0], [0.0, 0.0, 0.0], [0.0, 0.0, 0.1], [0.0, 0.0, 0.0], [0.0, 0.0, 0.0], [0.0, 0.0, 0.0], [0.0, 0.0, 0.0], [0.0, 0.0, 0.0], [0.0, 0.0, 0.0], [0.0, 0.0, 0.0], [0.0, 0.0, 0.0], [0.0, 0.0, 0.0], [0.0, 0.0, 0.0], [0.0, 0.0, 0.0], [0.0, 0.0, 0.0], [0.1, -0.1, 0.0], [0.0, 0.0, 0.0], [0.0, 0.0, 0.0], [0.0, 0.0, 0.0], [0.0, 0.0, 0.0], [0.0, 0.0, 0.0], [0.0, 0.0, 0.0], [0.1, 0.0, 0.0], [0.0, 0.0, 0.0], [0.0, 0.0, 0.0], [0.0, 0.0, 0.0], [0.0, 0.0, 0.0], [0.0, 0.0, 0.0], [0.0, 0.0, 0.0], [0.0, 0.0, 0.0], [0.0, 0.0, 0.0], [0.0, 0.0, 0.0], [0.0, 0.0, 0.0], [0.0, 0.0, 0.0], [0.0, 0.0, -0.1], [0.0, 0.0, 0.0], [0.0, 0.0, 0.0], [0.0, 0.0, -0.1], [0.0, 0.0, 0.0], [0.0, 0.0, 0.0], [0.0, 0.0, 0.0], [0.0, 0.0, 0.0], [0.0, 0.0, 0.0], [0.0, 0.0, 0.0], [0.0, 0.0, 0.0], [0.0, 0.0, 0.0], [0.1, 0.2, 0.0], [0.0, 0.0, 0.0], [0.0, 0.0, 0.0], [0.0, 0.0, 0.0], [0.0, 0.0, 0.0], [0.0, 0.0, 0.0], [0.0, 0.0, 0.0], [0.0, 0.0, 0.0], [0.0, 0.0, 0.0], [0.0, 0.0, 0.0], [0.0, 0.0, 0.0], [0.0, 0.0, 0.0], [0.0, 0.0, 0.0], [0.0, 0.0, 0.0], [0.0, 0.0, 0.0], [0.0, 0.0, 0.0], [0.0, 0.0, 0.0], [0.0, 0.0, 0.0], [0.0, 0.1, 0.0], [0.0, -0.1, 0.0], [0.0, 0.0, 0.0], [-0.2, -0.1, 0.0], [0.0, 0.1, 0.0], [0.0, -0.1, 0.0], [0.0, 0.0, 0.0], [0.0, 0.0, 0.0], [0.0, 0.0, 0.0], [0.0, 0.0, 0.0], [0.0, 0.0, 0.0], [0.0, 0.0, 0.0], [0.0, 0.0, 0.0], [0.0, 0.0, 0.0], [0.0, 0.0, 0.0], [0.0, 0.0, 0.0], [0.0, 0.0, 0.0], [0.0, 0.0, 0.0], [0.0, 0.0, 0.0], [0.0, 0.0, 0.0], [0.0, 0.0, 0.0], [0.0, 0.0, 0.0], [0.0, 0.0, 0.0], [0.1, 0.0, 0.1], [0.0, 0.0, 0.0], [0.0, 0.0, 0.0], [0.0, 0.0, 0.0], [0.0, 0.0, 0.0], [0.0, 0.0, 0.0], [0.0, 0.0, 0.0]], "lowdin_charge": [1.6933, -0.0690, -0.3838, -0.0462, -0.1481, -0.0366, -0.0639, -0.0356, -0.1391, -0.3457, -0.0565, -0.0376, -0.2245, -0.1996, -0.2065, -0.1819, -0.1640, -0.1895, -0.1208, -0.0491, -0.0521, -0.0342, -0.1364, -0.3984, -0.0691, -0.0480, -0.3450, -0.0833, -0.0658, 0.0694, 0.0747, 0.0518, 0.0903, 0.0838, 0.0808, 0.0692, 0.1109, 0.1070, 0.1131, 0.1272, -0.0184, 0.0824, 0.0822, 0.0463, 0.0774, 0.0950, 0.1337, 0.1304, 0.1143, 0.1115, 0.1133, 0.0428, 0.0811, 0.0603, 0.0685, 0.0789, 0.0882, 0.0676, 0.1424, 0.0462, 0.0496, 0.0957, 0.0604, 0.0863, 0.0688, 0.0077, -0.2491, 0.0400, -0.2773, 0.1071, -0.6909, 0.8270, 0.1119, -0.0036, 0.0922, 0.1014, 0.1010, 0.1263, 0.1364, 0.0841, 0.0958, 0.0861, -0.0687, -0.1511, -0.2960, -0.1710, -0.0630, -0.3979, 0.1288, 0.2380, -0.5787, 0.0367, 0.0386, -0.4387, 0.0692, 0.0806, 0.0790, 0.0796, 0.1237, 0.1163, 0.1157, 0.1258, 0.0800, 0.0819, 0.0567, 0.1766, 0.1718, -0.3669, -0.0003, -0.0301, -0.0446, -0.1619, -0.0294, 0.1046, 0.0663, 0.1207, 0.1208, 0.1049, 0.0398], "e_above_lowest_ev": 0.0246, "spin_multiplicity": 1, "energy_ha": -2861.37115, "lumo_ev": -2.83, "total_charge": 1}

{"formula": "C3H13N3O2", "method": "ωB97M-V/def2-TZVPD", "elements": ["C", "C", "N", "C", "N", "N", "H", "H", "H", "H", "H", "H", "H", "H", "H", "H", "H", "O", "H", "H", "O"], "xyz": [[1.8245, -1.7809, 0.6654], [0.4117, -1.1385, 0.2978], [0.5480, -0.2325, -0.8186], [-0.5181, 0.7240, -0.9122], [-1.8976, 0.0869, -1.1929], [-0.8340, 1.5461, 0.2063], [2.1246, -2.4795, -0.1276], [2.5729, -0.9472, 0.6598], [1.9468, -2.2238, 1.6730], [0.0227, -0.5091, 1.1094], [-0.3209, -1.9308, 0.2177], [1.4770, 0.3019, -0.5071], [-2.2726, -0.2230, -0.3218], [-1.6962, -0.7255, -1.8966], [-1.2943, 2.3672, -0.1135], [-2.7187, -0.2765, 2.3160], [-1.3389, 1.0653, 0.9309], [-2.1555, -0.3380, 1.5339], [-0.2048, 1.3115, -1.7938], [2.4041, 1.9482, -0.2946], [2.6899, 1.0492, -0.2241]], "atomic_forces_ev_per_a": [[0.1, 1.5, -0.4], [2.1, -1.6, 0.3], [-1.2, -0.3, 3.3], [-3.9, -0.3, -1.2], [4.2, -1.4, -3.7], [2.4, 0.9, -0.7], [-0.1, 0.0, 0.4], [-0.6, -0.7, -0.1], [-0.8, 0.0, -0.7], [-0.5, 0.0, 0.7], [-0.4, 0.1, -0.4], [2.6, 1.5, -1.0], [-0.6, -0.6, 1.2], [-1.1, 1.7, 1.5], [-0.2, 0.7, -0.2], [-0.1, 0.0, -0.2], [-0.6, -0.9, 0.9], [0.7, 0.0, 0.1], [-0.5, 0.2, 0.3], [-0.4, 1.1, 0.0], [-1.1, -1.9, -0.1]], "nbo_charge": [-0.6478, -0.2888, -0.2841, 0.2039, -0.7339, -0.7945, 0.2164, 0.2539, 0.2313, 0.3039, 0.2595, 0.4146, 0.4141, 0.3517, 0.3840, 0.4490, 0.4319, -0.9997, 0.2135, 0.4439, -0.8230], "e_above_lowest_ev": 8.9210, "spin_multiplicity": 1, "energy_ha": -436.53802, "lumo_ev": -4.94}

{"formula": "C4H9NO", "method": "ωB97M-V/def2-TZVPD", "elements": ["C", "C", "N", "C", "O", "C", "H", "H", "H", "H", "H", "H", "H", "H", "H"], "xyz": [[2.1121, 0.6552, 0.6809], [1.4476, -0.1993, -0.3933], [0.0008, -0.0305, -0.3803], [-0.6445, -0.8059, 0.3789], [-1.9760, -0.7849, 0.5179], [-2.6619, 0.1294, -0.3292], [1.8301, 0.3024, 1.6790], [3.2033, 0.6133, 0.5994], [1.7937, 1.6985, 0.5918], [1.7326, -1.2547, -0.2555], [1.8130, 0.1037, -1.3807], [-0.2173, -1.5914, 1.0134], [-3.7204, 0.0079, -0.0969], [-2.4676, -0.1113, -1.3788], [-2.3363, 1.1565, -0.1415]], "atomic_forces_ev_per_a": [[0.0, 0.1, 0.1], [0.2, 0.0, 0.0], [-0.3, -0.3, 0.3], [0.2, 0.1, -0.2], [0.1, -0.1, 0.0], [-0.2, 0.2, -0.1], [0.0, 0.1, -0.1], [-0.1, 0.0, 0.0], [0.1, -0.1, 0.0], [0.0, 0.1, 0.0], [-0.1, -0.1, 0.1], [0.0, 0.1, -0.1], [0.1, 0.0, 0.0], [0.0, 0.1, 0.1], [0.0, -0.1, 0.0]], "nbo_charge": [-0.6115, -0.2324, -0.5110, 0.4076, -0.4964, -0.2627, 0.2001, 0.2096, 0.2125, 0.1685, 0.1951, 0.1453, 0.1915, 0.1906, 0.1931], "e_above_lowest_ev": 1.4473, "spin_multiplicity": 1, "energy_ha": -287.77926, "lumo_ev": 1.11, "smiles": "CC/N=C/OC"}

{"formula": "CH5S", "method": "ωB97M-V/def2-TZVPD", "elements": ["C", "H", "H", "H", "H", "S", "H"], "xyz": [[0.6284, -0.7732, 0.2227], [-0.3731, -1.1517, 0.4179], [1.3263, -1.5759, 0.4492], [0.7875, -0.0134, 0.9874], [0.6713, -0.2710, -0.7403], [-1.2242, 1.2910, -0.6012], [-1.8162, 2.4942, -0.7356]], "atomic_forces_ev_per_a": [[0.0, -0.1, 1.2], [-0.1, 0.0, -0.3], [0.4, -0.2, -0.6], [0.0, 0.1, -0.1], [0.3, -0.5, 0.0], [-0.5, 0.7, -0.2], [-0.1, -0.1, -0.1]], "nbo_charge": [-0.8686, 0.2196, 0.1668, 0.2200, 0.2506, -1.0689, 0.0805], "e_above_lowest_ev": 0.0705, "spin_multiplicity": 1, "energy_ha": -439.29591, "lumo_ev": 4.63, "total_charge": -1}